(1)
C5H7N in the gas phase. Source: the OMol25 dataset; level of theory: wB97M-V/def2-TZVPD.

Structure (XYZ):
```
13
Properties=species:S:1:pos:R:3:forces:R:3:mulliken_charge:R:1
C 0.433 1.388 0.506 -0.02 0.04 -0.04 -1.198
C 0.148 0.012 1.062 0.21 0.13 0.13 0.249
N -1.222 -0.483 1.113 -0.20 0.11 0.00 -0.631
C -0.285 -1.093 0.161 0.18 -0.15 -0.09 -0.433
C -0.295 -0.852 -1.263 0.08 0.12 -0.53 -0.640
C -0.153 -0.679 -2.447 0.00 -0.08 0.51 0.332
H -0.460 1.791 0.017 0.12 0.00 0.04 0.300
H 0.731 2.075 1.303 -0.09 -0.10 -0.12 0.344
H 1.224 1.363 -0.248 0.00 -0.03 0.13 0.280
H 0.756 -0.280 1.914 -0.12 0.02 -0.05 0.368
H -1.835 0.185 0.649 0.09 -0.19 -0.04 0.290
H 0.000 -2.109 0.425 -0.10 0.15 -0.02 0.330
H 0.037 -0.539 -3.487 -0.17 0.01 0.10 0.410
```
Forces are in eV/Å.

Properties
ΔE to the lowest compared entry with this formula, charge and spin = 280.5 kJ/mol
Total charge = 0
SMILES = C#C[C@@H]1N[C@@H]1C
Largest force on an atom = 0.01072 hartree/bohr
Highest occupied orbital energy = -9.24 eV
Multiplicity = 1
E = -6785.60578 eV
HOMO-LUMO gap = 10.4 eV

---

(2)
C5H7N in the gas phase. Source: the OMol25 dataset; level of theory: wB97M-V/def2-TZVPD.

Structure (XYZ):
```
13
Properties=species:S:1:pos:R:3:forces:R:3:mulliken_charge:R:1
C -0.921 1.020 -0.470 0.63 0.07 0.45 -0.518
C -0.915 -0.451 -0.309 -0.46 -0.26 0.12 -0.214
C 0.486 -1.020 -0.084 0.13 -0.27 -0.19 -0.374
C 1.448 0.137 -0.103 0.01 0.10 -0.39 -0.323
N 0.409 0.962 0.603 -0.63 0.43 -0.89 -0.493
C -0.234 -0.345 1.027 -0.50 -0.26 0.16 -0.361
H -1.493 1.598 0.249 -0.68 -0.44 -0.06 0.254
H -1.221 1.398 -1.485 1.63 0.29 0.51 0.264
H -1.640 -1.151 -0.707 -0.22 0.03 0.47 0.431
H 0.640 -2.085 -0.219 0.07 0.14 -0.03 0.391
H 2.317 -0.089 0.535 -0.41 0.41 0.00 0.242
H 1.776 0.593 -1.037 0.06 -0.18 -0.11 0.288
H -0.653 -0.566 2.000 0.36 -0.06 -0.04 0.412
```
Forces are in eV/Å.

Properties
ΔE to the lowest compared entry with this formula, charge and spin = 420.5 kJ/mol
Total charge = 0
SMILES = C1[C@@H]2[C@@H]3CN1[C@H]23
Largest force on an atom = 0.03375 hartree/bohr
Highest occupied orbital energy = -9.22 eV
Multiplicity = 1
E = -6784.15487 eV
HOMO-LUMO gap = 10.4 eV

---

(3)
C5H7N in the gas phase. Source: the OMol25 dataset; level of theory: wB97M-V/def2-TZVPD.

Structure (XYZ):
```
13
Properties=species:S:1:pos:R:3:forces:R:3:mulliken_charge:R:1
C 1.951 -1.053 0.204 2.19 0.60 -0.51 -0.336
C 1.908 0.453 -0.080 -1.79 -1.06 0.30 -0.343
C 0.361 0.703 -0.348 1.16 -0.76 -1.03 -0.516
C -0.131 -0.706 -0.001 -0.14 -1.14 1.44 0.485
C -1.467 -1.266 -0.510 1.02 1.85 1.31 -0.985
N 0.785 -1.567 0.553 -2.83 1.63 -0.90 -0.397
H 2.323 0.881 0.808 -0.04 0.57 0.92 0.263
H 2.638 0.705 -0.822 -0.08 0.18 -0.87 0.328
H -0.164 1.546 0.137 0.10 -0.67 0.07 0.344
H 0.190 0.846 -1.451 0.33 -0.04 0.87 0.243
H -1.921 -2.043 0.089 0.35 -0.20 0.41 0.351
H -1.013 -1.738 -1.367 -0.95 -0.05 -1.20 0.280
H -2.198 -0.420 -0.592 0.67 -0.92 -0.82 0.283
```
Forces are in eV/Å.

Properties
ΔE to the lowest compared entry with this formula, charge and spin = 403.4 kJ/mol
Total charge = 0
Largest force on an atom = 0.06586 hartree/bohr
Highest occupied orbital energy (spin up / spin down) = -7.35 / -7.45 eV
Multiplicity = 1
E = -6784.33128 eV
HOMO-LUMO gap (spin up / spin down) = 7.2 / 7.3 eV

---

(4)
C5H7N in the gas phase. Source: the OMol25 dataset; level of theory: wB97M-V/def2-TZVPD.

Structure (XYZ):
```
13
Properties=species:S:1:pos:R:3:forces:R:3:mulliken_charge:R:1
C 1.253 -0.293 -0.026 -0.06 0.05 0.02 -0.661
C 0.681 -0.369 1.372 -0.20 0.04 0.07 -0.009
C -0.335 1.503 -0.778 -0.21 -0.36 -0.15 -0.846
C 0.022 0.095 -0.859 0.12 0.15 -0.02 0.293
C -1.181 -0.160 0.175 -0.17 0.00 -0.01 -0.561
N -0.583 -0.338 1.486 0.44 0.02 -0.16 -0.567
H 1.687 -1.265 -0.306 -0.13 0.21 0.02 0.308
H 2.035 0.468 -0.109 -0.07 -0.14 0.07 0.287
H 1.306 -0.446 2.265 -0.12 -0.10 -0.19 0.401
H -1.111 1.711 -1.545 0.14 -0.16 0.06 0.228
H -0.129 -0.478 -1.784 0.05 0.13 0.22 0.439
H -1.729 -1.054 -0.146 0.08 0.19 -0.01 0.331
H -1.923 0.655 0.209 0.13 -0.04 0.09 0.358
```
Forces are in eV/Å.

Properties
ΔE to the lowest compared entry with this formula, charge and spin = 410.3 kJ/mol
Total charge = 0
Largest force on an atom = 0.00910 hartree/bohr
Highest occupied orbital energy = -8.67 eV
Multiplicity = 1
E = -6784.26045 eV
HOMO-LUMO gap = 9.1 eV

---

(5)
C5H7N in the gas phase. Source: the OMol25 dataset; level of theory: wB97M-V/def2-TZVPD.

Structure (XYZ):
```
13
Properties=species:S:1:pos:R:3:forces:R:3:mulliken_charge:R:1
C 1.296 -1.737 -0.850 0.07 0.03 -0.01 -1.155
C 0.376 -0.647 -0.391 -0.14 0.05 0.00 0.027
C 0.523 0.650 -0.135 0.56 -0.98 -0.49 -0.472
C -0.633 1.463 -0.097 -0.53 0.53 0.33 0.196
C -1.471 0.867 0.937 -0.94 -0.09 0.45 -0.259
N -1.147 2.159 1.170 0.45 0.47 0.07 -0.383
H 2.314 -1.410 -1.079 -0.19 0.09 0.13 0.308
H 0.862 -2.166 -1.763 0.15 0.01 0.13 0.287
H 1.341 -2.550 -0.115 0.01 0.14 -0.09 0.280
H -1.011 1.914 -1.006 -0.08 -0.04 0.13 0.323
H -1.236 0.078 1.647 -0.27 0.02 -0.26 0.318
H -0.691 -0.956 -0.278 0.67 -0.22 -0.20 0.273
H -0.524 2.336 1.959 0.24 -0.02 -0.18 0.257
```
Forces are in eV/Å.

Properties
ΔE to the lowest compared entry with this formula, charge and spin = 601.9 kJ/mol
Total charge = 0
Largest force on an atom = 0.02395 hartree/bohr
Highest occupied orbital energy (spin up / spin down) = -8.42 / -7.76 eV
Multiplicity = 1
E = -6782.27477 eV
HOMO-LUMO gap (spin up / spin down) = 8.8 / 7.4 eV

---

(6)
C5H7N in the gas phase. Source: the OMol25 dataset; level of theory: wB97M-V/def2-TZVPD.

Structure (XYZ):
```
13
Properties=species:S:1:pos:R:3:forces:R:3:mulliken_charge:R:1
C -0.417 -0.058 -1.342 0.10 0.04 -0.22 -0.731
C -0.614 -0.846 -0.103 -0.04 -0.18 -0.06 -0.096
C 0.582 -0.698 0.886 0.00 -0.23 0.18 -0.303
C 0.365 0.755 0.974 -0.08 0.22 0.21 -0.297
N 1.635 0.255 0.522 0.02 -0.19 -0.20 -0.599
C -0.771 0.676 -0.077 -0.19 0.20 0.01 -0.275
H -1.275 -0.111 -2.008 0.21 0.02 -0.02 0.256
H 0.537 -0.024 -1.864 -0.06 0.16 0.08 0.181
H -1.301 -1.688 -0.051 -0.02 0.41 0.13 0.411
H 0.758 -1.404 1.691 0.13 0.15 -0.18 0.381
H 0.295 1.356 1.872 0.08 0.07 -0.17 0.390
H 1.784 0.401 -0.474 -0.01 -0.22 0.17 0.260
H -1.604 1.371 -0.056 -0.14 -0.46 0.07 0.421
```
Forces are in eV/Å.

Properties
ΔE to the lowest compared entry with this formula, charge and spin = 346.8 kJ/mol
Total charge = 0
SMILES = C1[C@@H]2[C@H]1[C@@H]1N[C@H]21
Largest force on an atom = 0.00951 hartree/bohr
Highest occupied orbital energy = -8.71 eV
Multiplicity = 1
E = -6784.91856 eV
HOMO-LUMO gap = 9.9 eV

---

(7)
C5H7N in the gas phase. Source: the OMol25 dataset; level of theory: wB97M-V/def2-TZVPD.

Structure (XYZ):
```
13
Properties=species:S:1:pos:R:3:forces:R:3:mulliken_charge:R:1
C 2.044 -0.510 -0.997 -0.21 0.45 0.16 -0.026
C 1.425 0.384 -0.479 0.19 -0.49 -0.19 -0.233
C 0.503 1.233 0.291 0.09 0.06 -0.01 -0.559
N -0.699 0.530 0.750 0.00 0.09 0.06 -0.288
C -0.731 -0.922 0.734 0.01 -0.19 0.13 -0.344
C -1.511 -0.134 -0.251 -0.18 -0.01 -0.21 -0.312
H 2.576 -1.323 -1.433 0.07 0.14 -0.06 0.367
H 1.025 1.627 1.169 -0.05 -0.10 -0.10 0.262
H 0.177 2.097 -0.297 0.08 -0.11 0.03 0.302
H -1.209 -1.393 1.588 0.00 0.14 -0.12 0.217
H 0.138 -1.445 0.342 -0.15 0.07 0.12 0.115
H -2.585 -0.004 -0.137 0.16 -0.03 -0.01 0.238
H -1.152 -0.141 -1.281 0.00 -0.02 0.20 0.260
```
Forces are in eV/Å.

Properties
ΔE to the lowest compared entry with this formula, charge and spin = 321.0 kJ/mol
Total charge = 0
SMILES = C#CCN1CC1
Largest force on an atom = 0.01080 hartree/bohr
Highest occupied orbital energy = -9.36 eV
Multiplicity = 1
E = -6785.18542 eV
HOMO-LUMO gap = 10.5 eV

---

(8)
C5H7N in the gas phase. Source: the OMol25 dataset; level of theory: wB97M-V/def2-TZVPD.

Structure (XYZ):
```
13
Properties=species:S:1:pos:R:3:forces:R:3:mulliken_charge:R:1
C -1.071 0.907 0.246 0.08 0.17 0.22 -0.630
C -1.055 -0.516 -0.209 0.20 -0.04 0.33 -0.201
C -0.258 0.527 -0.953 -0.18 0.23 -0.31 -0.156
N 1.010 -0.181 -0.722 0.42 0.45 -0.72 -0.346
C 1.539 -0.164 0.617 -0.74 -0.39 0.36 -0.332
C 0.367 -1.159 0.118 0.80 -0.08 0.41 -0.168
H -0.625 1.153 1.202 -0.02 0.17 -0.10 0.131
H -1.956 1.489 -0.002 0.13 -0.17 0.03 0.260
H -1.956 -1.025 -0.572 0.64 -0.08 0.42 0.340
H -0.371 0.987 -1.928 -0.29 -0.09 0.15 0.361
H 1.213 0.390 1.489 -0.26 0.90 -0.57 0.167
H 2.654 -0.170 0.558 -1.01 -1.30 0.45 0.253
H 0.508 -2.237 0.155 0.22 0.24 -0.68 0.321
```
Forces are in eV/Å.

Properties
ΔE to the lowest compared entry with this formula, charge and spin = 453.2 kJ/mol
Total charge = 0
SMILES = C1[C@H]2[C@@H]1N1C[C@@H]21
Largest force on an atom = 0.03322 hartree/bohr
Highest occupied orbital energy = -8.64 eV
Multiplicity = 1
E = -6783.81530 eV
HOMO-LUMO gap = 9.8 eV

---

(9)
C5H7N in the gas phase. Source: the OMol25 dataset; level of theory: wB97M-V/def2-TZVPD.

Structure (XYZ):
```
13
Properties=species:S:1:pos:R:3:forces:R:3:mulliken_charge:R:1
C -1.704 -0.995 0.208 -0.06 -0.01 -0.07 -1.090
C -0.645 -0.060 -0.253 0.50 -0.82 0.10 0.457
C 1.392 1.074 0.156 0.37 -0.32 -0.65 -0.394
C 0.861 -0.318 -0.393 0.14 -0.14 0.61 -0.482
C -0.679 1.286 -0.346 -0.94 1.13 -0.36 0.040
N 0.351 2.013 -0.372 0.19 -0.08 0.51 -0.491
H -1.313 -1.673 0.977 -0.03 0.09 -0.11 0.320
H -2.544 -0.431 0.625 0.11 -0.12 -0.06 0.324
H -2.098 -1.623 -0.602 0.10 0.07 0.09 0.254
H 1.449 1.066 1.251 -0.12 0.11 -0.18 0.241
H 2.358 1.386 -0.253 -0.06 -0.18 0.13 0.301
H 1.158 -1.182 0.216 0.01 0.15 -0.11 0.295
H 1.237 -0.492 -1.411 -0.22 0.12 0.12 0.225
```
Forces are in eV/Å.

Properties
ΔE to the lowest compared entry with this formula, charge and spin = 374.6 kJ/mol
Total charge = 0
SMILES = CC1=C=NCC1
Largest force on an atom = 0.02938 hartree/bohr
Highest occupied orbital energy (spin up / spin down) = -8.11 / -8.37 eV
Multiplicity = 1
E = -6784.63065 eV
HOMO-LUMO gap (spin up / spin down) = 7.9 / 7.9 eV

---

(10)
C5H7N in the gas phase. Source: the OMol25 dataset; level of theory: wB97M-V/def2-TZVPD.

Structure (XYZ):
```
13
Properties=species:S:1:pos:R:3:forces:R:3:mulliken_charge:R:1
C -0.974 1.179 0.385 -0.01 0.02 0.01 -1.363
C 0.298 0.396 0.618 0.03 0.41 0.18 0.240
C 0.278 -1.100 0.582 -0.06 -0.19 0.47 -0.726
C 0.947 -0.309 -0.526 0.34 -0.17 -0.17 0.017
C 0.294 -0.452 -1.799 -0.47 -1.69 -0.18 0.066
N -0.236 -1.071 -2.617 0.05 1.07 -0.39 -0.480
H -0.765 2.127 -0.119 -0.01 -0.09 0.09 0.315
H -1.459 1.398 1.339 0.00 -0.01 -0.08 0.359
H -1.684 0.621 -0.236 0.18 0.05 0.10 0.333
H 1.022 0.860 1.285 -0.23 -0.08 0.02 0.359
H -0.675 -1.586 0.367 0.34 0.22 -0.10 0.262
H 0.924 -1.671 1.244 -0.07 0.22 -0.13 0.248
H 2.025 -0.386 -0.606 -0.07 0.25 0.18 0.371
```
Forces are in eV/Å.

Properties
ΔE to the lowest compared entry with this formula, charge and spin = 122.9 kJ/mol
Total charge = 0
SMILES = C[C@H]1C[C@H]1C#N
Largest force on an atom = 0.03434 hartree/bohr
Highest occupied orbital energy = -10.50 eV
Multiplicity = 1
E = -6787.23899 eV
HOMO-LUMO gap = 11.4 eV